1.
This record from OMol25 describes C9H27Cl3MnO12P3 as an isolated structure at a distorted geometry. The level of theory is wB97M-V/def2-TZVPD.

Geometry as XYZ:
```
55
Properties=species:S:1:pos:R:3:lowdin_spin:R:1
Mn 1.78178 -0.61270 1.15475 4.7442
Cl 4.02529 -0.47288 -0.17506 0.0440
Cl 2.01970 0.73806 3.32380 0.0481
Cl 1.91461 -2.83517 2.18731 0.0548
C 2.51343 -1.69184 -3.40588 0.0003
O 1.32841 -2.46625 -3.14703 0.0011
P 0.31104 -2.04175 -1.98539 0.0041
O 0.91635 -1.46667 -0.78571 0.0266
O -0.81901 -1.14393 -2.62850 0.0007
C -1.59948 -1.58269 -3.76039 0.0003
O -0.45858 -3.41240 -1.65404 0.0008
C 0.23487 -4.53978 -1.13799 0.0002
H 3.40212 -2.28947 -3.21763 0.0001
H 2.55353 -0.86309 -2.69376 0.0002
H 2.45246 -1.32753 -4.42994 0.0000
H -1.79438 -0.71008 -4.37802 0.0000
H -2.44912 -2.15979 -3.41287 0.0000
H -0.91745 -2.18301 -4.37096 0.0000
H -0.41075 -5.40775 -1.28493 0.0000
H 0.34736 -4.38564 -0.05886 0.0003
H 1.21715 -4.70723 -1.58016 0.0000
C -1.67630 3.55384 -1.18766 0.0003
O -0.94536 2.39719 -0.82279 0.0011
P 0.54059 2.47884 -0.24202 0.0067
O 1.07942 1.22944 0.31411 0.0302
O 1.39102 3.04864 -1.45256 0.0015
C 2.80721 2.93520 -1.51970 0.0001
O 0.57489 3.69942 0.79679 0.0015
C 1.74995 4.14729 1.48183 0.0003
H -1.50429 3.82461 -2.22928 0.0000
H -1.46124 4.38873 -0.51467 0.0000
H -2.73146 3.33289 -1.01038 0.0000
H 3.23432 2.37785 -0.68274 0.0000
H 3.26962 3.91636 -1.61738 0.0000
H 3.07497 2.34089 -2.39526 0.0001
H 1.41730 4.51834 2.44513 0.0001
H 2.13194 4.97830 0.87725 0.0000
H 2.54199 3.40241 1.52944 0.0001
C -1.88589 2.14364 2.70303 0.0002
O -2.44816 1.03057 2.00842 0.0008
P -1.79090 -0.38877 2.31140 0.0037
O -0.48243 -0.63333 1.68082 0.0241
O -1.79891 -0.52341 3.91118 0.0007
C -1.38956 -1.83420 4.37211 0.0002
O -2.87687 -1.52849 1.95490 0.0015
C -2.59737 -2.38912 0.85101 0.0001
H -2.08140 3.07179 2.17204 0.0000
H -0.80526 2.06421 2.84933 0.0002
H -2.33914 2.20959 3.69453 0.0000
H -2.28568 -2.44539 4.49454 0.0000
H -0.98462 -1.70881 5.37313 0.0000
H -0.67019 -2.27115 3.68004 0.0003
H -2.24588 -1.74661 0.04504 0.0000
H -3.49509 -2.88282 0.47295 0.0000
H -1.88657 -3.17634 1.09666 0.0000
```

Calculated values
spin multiplicity	6
DFT total energy	-131108.858	eV
energy above the lowest of the compared OMol25 structures with the same formula, charge and spin	0.0	kcal per mole
HOMO level (alpha / beta)	-4.27 / -4.78	eV
frontier orbital gap (alpha / beta)	0.2422 / 0.2606	hartree
strongest force on any atom	1.8	eV/A
net charge	-1

2.
This record from OMol25 describes C9H27Co2N9O22P as an isolated structure at a distorted geometry. The level of theory is wB97M-V/def2-TZVPD.

Geometry as XYZ:
```
70
Properties=species:S:1:pos:R:3:lowdin_spin:R:1
Co 1.51096 -0.93810 1.75822 2.7509
Co -2.14510 0.15977 1.80012 2.7125
P -0.04180 0.19660 0.46335 0.0202
O 0.83208 -0.93762 -0.16283 0.0853
O -0.43108 -0.68565 1.60655 0.1792
O -1.41477 0.78272 0.12006 0.0696
O 0.98838 0.86909 1.37875 0.0717
C -0.44474 -4.11379 0.82627 0.0241
N 1.02567 -3.86549 0.78111 0.4222
O 1.63728 -4.45709 -0.08666 0.3324
O 1.54059 -3.14663 1.69756 0.1677
H -0.99115 -3.65562 0.00188 0.0114
H -0.73890 -3.67442 1.77943 0.0000
H -0.52428 -5.20060 0.85137 0.0103
C -1.34409 -2.39885 5.20900 0.0010
N -2.54634 -1.88830 4.40462 0.0040
O -3.63852 -2.25863 4.70059 0.0046
O -2.33490 -1.08277 3.45781 0.0173
H -0.53542 -2.67067 4.53057 0.0004
H -1.76293 -3.29447 5.66783 0.0001
H -1.12181 -1.59005 5.90510 0.0000
C 1.72825 4.01094 1.01107 0.0006
N 1.42697 5.46186 0.98090 0.0001
O 0.73985 5.96260 1.87074 0.0000
O 1.88510 6.08252 0.01315 0.0000
H 1.84147 3.55659 1.99538 0.0001
H 2.57637 3.67653 0.41362 0.0000
H 0.79364 3.57733 0.65528 0.0005
C 0.59253 -2.83795 -2.74994 0.0031
N -0.04922 -2.78613 -4.12563 0.0004
O 0.73693 -3.00642 -5.02569 0.0003
O -1.22718 -2.41062 -4.27908 0.0002
H 0.72540 -1.81466 -2.39880 0.0010
H 1.62472 -3.18813 -2.75844 0.0012
H -0.08716 -3.29898 -2.03329 0.0008
C 2.45696 0.70522 -2.19284 0.0003
N 2.43022 -0.06080 -3.42471 0.0000
O 1.47205 0.14819 -4.14746 0.0000
O 3.41156 -0.78944 -3.63753 0.0001
H 2.91145 0.06578 -1.43609 -0.0001
H 1.40543 0.87077 -1.95837 0.0003
H 3.06182 1.54832 -2.52667 0.0000
C -2.65622 4.18145 1.36909 0.0014
N -3.76225 4.50153 2.37803 0.0000
O -3.46112 4.48323 3.60203 -0.0001
O -4.90309 4.90904 2.04180 0.0002
H -1.80197 4.85831 1.38377 0.0001
H -3.11896 4.22233 0.38303 0.0000
H -2.40553 3.14059 1.57374 0.0019
C 4.77644 -2.55073 -0.35607 0.0027
N 4.62980 -1.52394 0.70251 0.0182
O 3.45828 -1.13649 0.96524 0.0141
O 5.54549 -1.17902 1.44776 0.0309
H 3.79677 -2.64833 -0.82386 0.0009
H 5.19537 -3.45848 0.07822 0.0007
H 5.34496 -2.17472 -1.20666 0.0002
C -1.34637 2.69571 -2.19260 0.0012
N -0.23497 3.64833 -2.28951 0.0000
O -0.22785 4.54815 -1.49046 0.0000
O 0.64995 3.45900 -3.10602 0.0001
H -1.70590 2.76569 -3.21921 0.0001
H -2.03475 2.96021 -1.38993 0.0000
H -0.99069 1.69380 -1.95226 0.0008
C -2.81622 -1.25942 -1.72883 0.0009
N -3.78475 -1.27934 -0.66414 0.0012
O -4.97581 -1.50686 -0.93982 0.0145
O -3.36815 -1.17779 0.45572 0.0154
H -1.90268 -1.66884 -1.29763 0.0010
H -2.75127 -0.23589 -2.09798 0.0001
H -3.12483 -1.89046 -2.56227 0.0001
```

Calculated values
spin multiplicity	8
DFT total energy	-152741.542	eV
HOMO level (alpha / beta)	-5.46 / -9.09	eV
frontier orbital gap (alpha / beta)	0.1198 / 0.2466	hartree
strongest force on any atom	9.0	eV/A

3.
This record from OMol25 describes C9H27INaO12P3 as an isolated structure at a distorted geometry. The level of theory is wB97M-V/def2-TZVPD.

Geometry as XYZ:
```
53
Properties=species:S:1:pos:R:3:nbo_charge:R:1
Na 2.59750 -0.54529 -0.79118 0.9128
I 5.25568 0.53393 0.00656 -0.9344
C 1.86554 -4.89920 2.59651 -0.2446
O 1.53973 -3.59851 2.88267 -0.7898
P 0.81427 -2.53378 1.80954 2.5600
O 1.55268 -2.16392 0.58933 -1.0995
O 0.57429 -1.32808 2.85053 -0.8039
C -0.66271 -0.63809 2.88001 -0.2417
O -0.72809 -3.17381 1.65332 -0.8398
C -1.45073 -3.81867 2.80939 -0.2539
H 2.90979 -5.21168 2.59549 0.1972
H 1.44105 -5.22070 1.64544 0.1753
H 1.35832 -5.37592 3.43530 0.1797
H -1.04290 -0.36337 1.89610 0.1909
H -0.65430 0.26123 3.49583 0.2061
H -1.26649 -1.33297 3.46369 0.1721
H -1.54668 -4.88768 2.61935 0.1983
H -2.43328 -3.35332 2.88787 0.2018
H -0.87452 -3.79061 3.73421 0.2028
C -1.57304 -0.64924 -1.13784 -0.2406
O -1.09460 0.27836 -2.08357 -0.8186
P -0.01573 0.06871 -3.28286 2.5744
O 1.40004 -0.01215 -2.97962 -1.0843
O -0.70222 -1.09265 -4.18072 -0.8139
C -0.12067 -1.44632 -5.45846 -0.2760
O -0.42388 1.45700 -4.11261 -0.8253
C -1.74067 1.64162 -4.75879 -0.2506
H -2.50842 -0.24742 -0.74834 0.1896
H -0.82886 -0.73357 -0.34587 0.1928
H -1.68498 -1.58676 -1.68246 0.1908
H 0.94290 -1.22442 -5.54604 0.2071
H -0.54216 -1.08837 -6.39778 0.1911
H -0.32930 -2.49430 -5.67366 0.1994
H -1.55066 1.40534 -5.80576 0.1869
H -2.32779 2.55834 -4.70374 0.2010
H -2.44243 0.91824 -4.34363 0.1860
C 2.91832 2.93169 2.14435 -0.2628
O 1.88260 3.60387 1.46728 -0.7993
P 0.70356 2.71785 0.72188 2.5782
O 1.04452 1.42833 0.06155 -1.1151
O -0.27906 2.45355 1.95188 -0.8247
C -0.87263 3.39887 2.69993 -0.2470
O -0.01107 3.84114 -0.13616 -0.8012
C -1.15706 3.49516 -0.90878 -0.2592
H 3.87510 3.38591 1.88673 0.2105
H 2.97966 1.91829 1.74768 0.2196
H 2.69118 3.01565 3.20712 0.1701
H -0.94409 4.34080 2.15609 0.1839
H -0.32803 3.65443 3.60888 0.1804
H -1.87983 3.13474 3.02222 0.1794
H -1.91622 4.27560 -0.85693 0.1889
H -1.60850 2.53651 -0.65325 0.1920
H -0.80514 3.55566 -1.93864 0.2068
```

Calculated values
DFT total energy	-74731.927	eV
energy above the lowest of the compared OMol25 structures with the same formula, charge and spin	0.0	kcal per mole
HOMO level	-6.58	eV
frontier orbital gap	0.2444	hartree
strongest force on any atom	4.9	eV/A

The lowest strongest force on any atom belongs to which entry? C9H27Cl3MnO12P3